i | Below is 4 unconnected molecules or ions with the total composition C4H18NO3, with properties calculated with ωB97M-V/def2-TZVPD.

Structure (ORCA input):
```
! wB97M-V def2-TZVPD RIJCOSX def2/J DEFGRID3
* xyz 1 1
C -0.959 0.686 0.256
C -0.498 1.282 -1.067
C 0.741 2.179 -0.973
C 2.088 1.485 -0.795
N -0.278 -0.622 0.553
H -0.718 1.370 1.052
H -2.027 0.525 0.241
H -0.356 0.547 -1.871
H -1.345 1.844 -1.469
H 0.741 2.890 -1.799
H 0.589 2.817 -0.097
H 2.108 0.735 -0.008
H 2.869 2.233 -0.659
H 2.381 1.061 -1.761
H 0.744 -0.571 0.508
H -0.517 -1.398 -0.071
H -0.450 -0.896 1.522
H 2.414 -3.784 0.603
H 3.374 -2.684 1.255
O 2.476 -2.922 1.019
H -1.952 2.735 3.067
H -3.060 1.850 2.581
O -2.116 2.007 2.454
H -1.210 -2.920 -2.766
H -2.305 -3.181 -1.895
O -1.340 -3.105 -1.822
*
```

Highest occupied orbital energy: -14.8 eV
Orbital gap: 12.0 eV

These are the Löwdin partial charges, in e, on atoms 1 to 4: number 1, C, carries -0.156; number 2, C, carries -0.189; number 3, C, carries -0.250; number 4, C, carries -0.089



ii | Below is 4 unconnected molecules or ions with the total composition C4H18NO3, with properties calculated with ωB97M-V/def2-TZVPD.

Structure (ORCA input):
```
! wB97M-V def2-TZVPD RIJCOSX def2/J DEFGRID3
* xyz 1 1
C -0.872 -1.638 -2.442
C 0.205 -0.801 -1.629
N -0.397 0.208 -0.699
C 0.505 1.184 -0.062
C 0.947 -1.831 -0.881
H -1.669 -2.095 -1.795
H -0.618 -2.577 -3.024
H -1.229 -0.963 -3.225
H 0.688 -0.198 -2.472
H -1.127 0.662 -1.231
H -0.905 -0.440 -0.022
H -0.064 2.128 0.486
H 1.148 0.605 0.560
H 1.022 1.816 -0.691
H 0.435 -2.341 -0.131
H 1.813 -1.413 -0.240
H 1.427 -2.560 -1.626
H 4.513 0.623 3.144
H 5.891 0.627 2.696
O 5.041 0.058 2.550
H -3.158 2.754 3.076
H -2.404 1.527 3.144
O -2.612 2.267 2.510
H -3.351 0.278 0.526
H -2.669 1.454 1.098
O -2.560 0.670 0.379
*
```

Highest occupied orbital energy: -13.7 eV
Orbital gap: 11.0 eV

These are the Löwdin partial charges, in e, on atoms 1 to 4: number 1, C, carries -0.051; number 2, C, carries -0.385; number 3, N, carries -0.032; number 4, C, carries 0.004



i is preferred energetically. Next in line: 44.8 kcal/mol higher.